(1)
# C5H7N4

An isolated ion of composition C5H7N4 and charge +1 in a non-equilibrium geometry (ωB97M-V with the def2-TZVPD basis set, the Open Molecules 2025 dataset).

```
16
Properties=species:S:1:pos:R:3:forces:R:3
C -0.63411 1.24833 0.70521 0.03 -2.51 -0.31
C -0.90050 -0.06159 0.24356 0.12 1.86 -0.80
C 1.63180 0.96573 0.33162 0.48 -2.30 -1.07
C 2.36027 -0.96044 -0.57385 0.30 -0.41 -0.02
C -2.30964 -0.35448 -0.17920 -1.38 4.29 -0.04
N 2.52471 0.28585 -0.14788 -0.90 0.53 0.38
N 0.07980 -0.77255 -0.22661 2.95 -0.96 -0.20
N 0.69918 1.67575 0.83370 -1.58 -0.03 -0.14
N 1.11613 -1.46962 -0.53742 -0.96 2.30 0.74
H -1.50818 1.75545 1.00158 0.03 1.55 0.80
H 3.07772 -1.58244 -1.06896 0.62 0.18 0.19
H -2.74530 -1.31214 -0.05029 -0.07 -0.83 0.34
H -2.88859 0.49992 0.38221 0.29 -2.12 -0.81
H -2.45939 0.02671 -1.24848 0.46 -0.98 1.22
H 0.92876 2.43814 1.44228 0.06 0.63 0.31
H 1.02734 -2.38261 -0.90746 -0.44 -1.20 -0.59
```
Positions in Å, forces in eV/Å.

**Charge**: +1
**Frontier orbital gap (alpha / beta)**: 7.540 / 7.539 eV
**LUMO energy (alpha / beta)**: -0.1839 / -0.1839 hartree
**HOMO energy (alpha / beta)**: -12.543 / -12.543 eV

(2)
# C5H7N4

An isolated ion of composition C5H7N4 and charge +1 in a non-equilibrium geometry (ωB97M-V with the def2-TZVPD basis set, the Open Molecules 2025 dataset).

```
16
Properties=species:S:1:pos:R:3:forces:R:3
C -3.63727 -0.73860 -0.01235 0.11 0.07 0.00
N -2.40168 -0.44489 -0.00565 -1.36 -1.82 -0.03
C -1.61185 0.50729 0.01995 2.88 2.86 0.05
N -0.73825 1.30195 0.02836 -2.74 -2.53 -0.03
C 0.36993 2.01160 0.00892 1.90 1.46 0.00
C 1.65018 1.51618 -0.01446 -1.07 0.34 0.02
C 2.09447 0.18076 -0.01506 0.61 -0.80 -0.03
N 1.27723 -0.83127 0.02868 -0.56 0.70 0.01
N 1.72834 -2.03724 0.02245 0.45 -0.60 -0.01
H -3.89607 -1.78660 -0.05042 -0.07 -0.12 0.00
H -4.43360 -0.00302 0.01689 0.04 0.18 0.00
H 0.21446 3.08248 0.01223 0.08 -0.02 0.00
H 2.43189 2.26422 -0.03745 -0.06 0.07 0.00
H 3.17366 0.01627 -0.05333 -0.07 -0.05 0.00
H 2.72561 -2.25360 -0.01973 -0.32 0.10 0.02
H 1.05294 -2.78555 0.07095 0.17 0.16 -0.02
```
Positions in Å, forces in eV/Å.

**Charge**: +1
**Structure (SMILES)**: C=[N+]=C=N/C=C\C=N\N
**Frontier orbital gap (alpha / beta)**: 6.430 / 6.429 eV
**LUMO energy (alpha / beta)**: -0.2053 / -0.2053 hartree
**HOMO energy (alpha / beta)**: -12.016 / -12.015 eV

(3)
# C5H7N4S

An isolated ion of composition C5H7N4S and charge -1 in a non-equilibrium geometry (ωB97M-V with the def2-TZVPD basis set, the Open Molecules 2025 dataset).

```
17
Properties=species:S:1:pos:R:3:forces:R:3
C 0.84346 -0.44441 1.28064 -1.97 1.82 -1.58
C 0.48774 -0.35451 -0.25299 -1.33 0.30 1.26
N 1.39223 -1.03288 -1.07020 1.16 -2.74 -4.98
N 2.38760 -1.83126 -0.63858 0.44 -0.01 0.06
N 2.88371 -2.51379 -1.64966 -0.52 1.16 2.54
N 2.23241 -2.26058 -2.74611 -1.59 0.50 -2.00
C 1.21367 -1.40907 -2.56141 2.63 -0.09 4.35
S 0.06158 -0.81084 -3.54782 -0.97 0.52 -1.95
C -0.17317 0.89969 -0.78829 0.07 -0.58 0.83
C -0.99062 -0.38107 -0.66447 0.06 -1.28 -1.09
H -0.17646 -0.49444 1.80258 1.68 0.19 -0.33
H 1.35576 0.54915 1.44493 -0.26 -1.38 0.64
H 1.43407 -1.32926 1.43266 0.32 -0.05 0.39
H 0.14692 1.33453 -1.72046 -0.26 -0.63 -0.50
H -0.34632 1.67786 -0.08743 -0.15 0.50 0.93
H -1.66662 -0.64141 0.17521 0.28 0.83 -0.58
H -1.22763 -0.89429 -1.67466 0.42 0.95 2.02
```
Positions in Å, forces in eV/Å.

**Charge**: -1
**Structure (SMILES)**: CC1(n2nnnc2[S-])CC1
**Frontier orbital gap**: 6.903 eV
**LUMO energy**: 0.1343 hartree
**HOMO energy**: -3.249 eV

(4)
# C5H7N5O

C5H7N5O in the gas phase in a non-equilibrium geometry (ωB97M-V with the def2-TZVPD basis set, the Open Molecules 2025 dataset).

```
18
Properties=species:S:1:pos:R:3:forces:R:3
N 0.26162 2.14854 2.05267 -2.04 -0.77 -0.19
N 1.26894 1.79636 1.09044 -1.86 -0.79 0.13
C 1.27346 0.70405 0.25949 2.12 0.75 0.06
O 2.32970 0.27796 -0.26411 -1.24 0.93 0.97
C 0.01071 0.09140 -0.08553 -2.07 -2.59 -0.89
N -1.16996 0.72525 0.05269 1.33 0.33 0.01
C -2.31977 0.21736 -0.36020 1.23 -1.20 -0.02
C -2.26305 -1.07472 -0.93201 -0.51 -0.81 0.81
N -1.15505 -1.82595 -1.03097 0.38 1.03 0.46
C 0.03611 -1.29515 -0.61641 -1.06 1.51 -0.39
N 1.15386 -2.05154 -0.74258 -0.07 -1.02 -0.70
H -0.75478 2.06188 1.65173 2.92 0.19 0.40
H 0.28755 1.46824 2.83657 0.11 0.46 -0.73
H 2.12201 2.22525 1.33148 1.10 0.29 -0.12
H -3.19726 0.80621 -0.10467 -0.08 -0.38 -0.50
H -3.19316 -1.63657 -1.15677 0.60 0.64 -0.22
H 2.06567 -1.59695 -0.73936 -0.59 0.10 0.17
H 1.09182 -2.95794 -1.25398 -0.29 1.33 0.75
```
Positions in Å, forces in eV/Å.

**Charge**: 0
**Structure (SMILES)**: NNC(=O)c1nccnc1N
**Frontier orbital gap**: 8.606 eV
**LUMO energy**: -0.0058 hartree
**HOMO energy**: -8.763 eV

Energy above the lowest of the compared OMol25 structures with the same formula, charge and spin (kcal/mol)
100.1 56.2 0.0 0.0